1.
A molecular structure, C28H41N7OPt, computed with the ωB97M-V functional and the def2-TZVPD basis.

The geometry in XYZ format:
```
78
C28H41N7OPt | the Open Molecules 2025 dataset | the ωB97M-V functional and the def2-TZVPD basis
Pt -0.4958 0.4945 0.9632
C -2.6477 2.0654 -2.9343
N -1.9521 2.9433 -2.0076
C -1.3497 4.1744 -2.5213
C -0.4610 4.6407 -1.3657
N -0.5511 3.5426 -0.4039
C -0.1790 3.8295 0.9677
C -1.4803 2.6399 -0.7927
N -1.8445 1.6343 -0.0042
C -3.0719 0.8771 -0.2007
C -3.3751 0.2277 1.1328
N -2.1539 -0.4955 1.5318
C -2.1475 -1.5578 2.3072
N -1.0023 -2.2768 2.5161
C 0.2049 -2.1271 1.7625
C -1.2065 -3.3037 3.5416
C -2.7266 -3.3894 3.5942
N -3.1477 -2.1013 3.0270
C -4.5786 -1.8100 3.0161
H -2.2771 2.2753 -3.9368
H -3.7244 2.2349 -2.9251
H -2.4235 1.0282 -2.7144
H -2.1162 4.9021 -2.7846
H -0.7730 3.9425 -3.4182
H -0.8429 5.5562 -0.9082
H 0.5725 4.8139 -1.6629
H 0.8437 4.2038 0.9850
H -0.2324 2.9355 1.5862
H -0.8368 4.5866 1.4041
H -2.9511 0.0817 -0.9417
H -3.8975 1.5226 -0.5029
H -4.2080 -0.4552 1.0028
H -3.6274 0.9811 1.8814
H 0.0248 -2.1884 0.6885
H 0.8924 -2.9204 2.0444
H 0.5532 -0.5852 3.0182
H -0.7918 -2.9862 4.5002
H -0.7434 -4.2428 3.2465
H -3.0976 -3.4823 4.6122
H -3.1225 -4.2142 2.9965
H -5.0339 -2.4318 3.7823
H -5.0438 -2.0645 2.0644
H -4.7780 -0.7728 3.2711
C 2.2907 -2.0435 4.1710
C 2.9704 -1.4279 2.9742
C 4.3543 -1.4618 2.8934
C 5.0296 -0.8165 1.8682
C 4.3219 -0.0765 0.9437
C 2.9312 -0.0077 0.9965
C 2.2509 0.9287 0.0412
C 2.2657 -0.7374 1.9752
N 0.7933 -0.7755 2.0448
H 3.0353 -2.4598 4.8450
H 1.6045 -2.8532 3.9235
H 1.7324 -1.2936 4.7410
H 4.9115 -1.9906 3.6557
H 6.1087 -0.8618 1.8172
H 4.8461 0.4797 0.1762
H 2.2808 0.6036 -0.9971
H 2.6571 1.9359 0.1172
H 1.1799 1.0164 0.2923
C -0.3424 -1.9569 -2.5606
C 0.2895 -0.5991 -2.7257
O -0.0907 0.3349 -2.0307
C 1.3626 -0.4111 -3.7287
C 1.8281 -1.4648 -4.5156
C 2.8349 -1.2503 -5.4431
C 3.3817 0.0159 -5.5918
C 2.9218 1.0740 -4.8147
C 1.9177 0.8617 -3.8892
H -1.0410 -1.9231 -1.7261
H 0.4074 -2.7307 -2.3924
H -0.8843 -2.2298 -3.4686
H 1.4060 -2.4559 -4.4171
H 3.1912 -2.0696 -6.0523
H 4.1661 0.1818 -6.3182
H 3.3470 2.0606 -4.9410
H 1.5408 1.6754 -3.2826
```

Energy above the lowest of the compared OMol25 structures with the same formula, charge and spin = 0.0 kcal/mol
Net charge = +2
Frontier orbital gap = 7.95 eV


2.
5 unconnected molecules or ions with the total composition C42H54BrF9O20S4, computed with the ωB97M-V functional and the def2-TZVPD basis.

The geometry in XYZ format:
```
130
C42H54BrF9O20S4 | the Open Molecules 2025 dataset | the ωB97M-V functional and the def2-TZVPD basis
C 6.6237 -2.5823 -1.7083
O 6.1631 -1.3890 -2.2798
C 5.7379 -0.4228 -1.3310
C 5.8644 0.9726 -1.9104
C 4.6530 1.4048 -2.7268
C 3.4705 1.8781 -1.8612
C 2.6984 3.0965 -2.4227
C 1.3342 2.7425 -3.0433
C 0.1458 3.3037 -2.2727
C -0.0695 2.5847 -0.9429
C -1.5381 2.4434 -0.5609
C -1.8089 1.9797 0.8782
C -1.9830 0.4533 1.0236
C -0.9259 -0.3667 0.3260
C 0.3161 -0.6168 0.9433
C 0.7656 -0.1463 2.3207
F -0.2153 0.2732 3.1391
F 1.3276 -1.2162 2.9486
C 1.9057 0.9465 2.2577
F 3.0856 0.3786 2.5836
F 2.0288 1.4266 1.0236
C 1.7705 2.1563 3.2155
F 2.7391 3.0152 2.8452
F 0.6057 2.7937 3.0806
C 1.9898 1.8202 4.7351
F 1.8003 0.5392 4.9912
F 3.2373 2.1326 5.0894
F 1.1614 2.5313 5.4763
C 1.2772 -1.3840 0.2911
C 1.0453 -1.9204 -0.9619
C -0.1827 -1.6965 -1.5885
C -1.1843 -0.9262 -0.9526
C -2.5174 -0.7433 -1.6468
C -3.3840 -2.0236 -1.7285
C -2.9924 -3.1458 -0.7919
O -3.0585 -2.7269 0.5775
C -0.3320 -2.3183 -2.9354
O -1.0651 -1.9188 -3.8013
C 0.5183 -3.5173 -3.2165
C 0.0440 -4.4099 -4.1756
C 0.7940 -5.5255 -4.5063
C 2.0355 -5.7545 -3.8988
C 2.8324 -6.9621 -4.3222
C 2.5054 -4.8532 -2.9322
Br 4.1835 -5.2059 -2.1261
C 1.7467 -3.7252 -2.5794
C 2.1514 -2.7149 -1.5716
O 3.2821 -2.5296 -1.2147
H 6.2989 -3.4318 -2.3059
H 7.7155 -2.6116 -1.6580
H 6.2446 -2.7409 -0.6976
H 6.3797 -0.4925 -0.4466
H 4.7202 -0.6483 -0.9942
H 6.0762 1.6625 -1.0950
H 6.7487 0.9687 -2.5454
H 4.3385 0.5632 -3.3421
H 4.9615 2.2073 -3.3949
H 3.8707 2.1465 -0.8849
H 2.7742 1.0494 -1.7411
H 3.3439 3.5972 -3.1406
H 2.5675 3.8102 -1.6095
H 1.3020 3.1423 -4.0555
H 1.2639 1.6572 -3.1066
H 0.2958 4.3691 -2.1044
H -0.7289 3.2196 -2.9210
H 0.4651 3.0979 -0.1449
H 0.3598 1.5866 -1.0384
H -2.0111 1.8061 -1.3009
H -1.9938 3.4230 -0.6824
H -2.7531 2.4217 1.1799
H -1.0533 2.3723 1.5550
H -2.0864 0.1770 2.0646
H -2.9511 0.2352 0.5957
H 2.2295 -1.5857 0.7571
H -3.1165 0.0250 -1.1855
H -2.3016 -0.3918 -2.6489
H -3.3851 -2.4289 -2.7374
H -4.4218 -1.7893 -1.5062
H -3.7206 -3.9478 -0.9165
H -2.0232 -3.5865 -1.0239
H -2.1822 -2.8418 0.9532
H -0.9058 -4.2274 -4.6521
H 0.4466 -6.2391 -5.2353
H 2.2065 -7.6100 -4.9260
H 3.6307 -6.6165 -4.9784
H 3.2591 -7.4892 -3.4798
C -5.3395 6.2624 2.4361
C -4.0700 5.7816 3.1081
O -3.5786 4.7592 2.2324
S -3.9378 5.1246 0.7149
O -2.8169 5.7456 0.1080
O -4.5843 4.0099 0.1275
O -5.0232 6.2564 1.0374
H -6.1708 5.5762 2.6084
H -5.6223 7.2658 2.7418
H -4.2468 5.3638 4.0949
H -3.3224 6.5753 3.1718
C -7.6763 -3.8683 -1.1364
C -8.1689 -5.1422 -1.7924
O -7.6220 -5.0879 -3.1179
S -6.1961 -4.3614 -3.0856
O -5.1706 -5.3404 -3.0361
O -6.1954 -3.3304 -4.0557
O -6.3370 -3.7175 -1.6259
H -8.2610 -3.0012 -1.4488
H -7.6637 -3.9295 -0.0518
H -9.2522 -5.1977 -1.8460
H -7.7788 -6.0304 -1.2910
C -3.8012 -1.6593 4.3680
C -4.6590 -1.3674 5.5828
O -5.4640 -0.2506 5.1806
S -5.7875 -0.3560 3.6137
O -7.0667 -0.9418 3.4381
O -5.4430 0.8778 3.0079
O -4.6809 -1.4524 3.2574
H -2.9655 -0.9601 4.2874
H -3.4275 -2.6794 4.3518
H -4.0746 -1.1010 6.4587
H -5.3184 -2.2048 5.8206
C 5.7507 4.4571 3.1053
C 6.5456 3.6626 4.1192
O 7.6682 3.1740 3.3730
S 8.0856 4.2436 2.2556
O 9.1532 5.0398 2.7403
O 8.1646 3.5739 1.0098
O 6.7441 5.1176 2.3097
H 5.1639 3.8037 2.4572
H 5.0991 5.1945 3.5659
H 5.9858 2.8285 4.5325
H 6.9140 4.2962 4.9291
```

SMILES = COCCCCCCCCCCCc1c(C(F)(F)C(F)(F)C(F)(F)C(F)(F)F)cc2c(c1CCCO)C(=O)c1ccc(C)c(Br)c1C2=O.O=S1(=O)OCCO1.O=S1(=O)OCCO1.O=S1(=O)OCCO1.O=S1(=O)OCCO1
Net charge = 0
Frontier orbital gap = 7.95 eV


3.
2 unconnected molecules or ions with the total composition C5H10BrF3N in a non-equilibrium geometry, computed with the ωB97M-V functional and the def2-TZVPD basis.

The geometry in XYZ format:
```
20
C5H10BrF3N | the Open Molecules 2025 dataset | the ωB97M-V functional and the def2-TZVPD basis
C 0.4385 -2.1350 -0.4819
C -0.9403 1.4849 -0.6376
C -0.6160 -1.0783 -0.5692
C -0.1578 0.2546 -0.9251
C 1.8560 2.0555 1.6732
N -1.4884 -1.4847 0.4167
F 0.7773 0.2956 -1.7994
F 2.7609 2.0142 0.6157
F 0.8091 2.7697 1.3103
Br 1.1279 0.1369 1.7367
H 0.0053 -2.9739 -0.0073
H 0.8270 -2.4576 -1.4225
H 1.3130 -1.8260 0.0896
H -0.4771 2.3707 -1.0169
H -1.4045 1.4304 0.3028
H -1.9243 1.2846 -1.1780
H -1.1340 -1.2672 -1.6522
H -1.7695 -2.3201 0.0745
H -2.1804 -0.8559 0.7661
H 2.1772 2.3017 2.7045
```

<S²> = 2.01
2S+1 = 3
Net charge = +1
Frontier orbital gap (alpha / beta) = 7.76 / 5.57 eV


4.
A molecular structure, C42H52BCrIN8S3Te in a non-equilibrium geometry, computed with the ωB97M-V functional and the def2-TZVPD basis.

The geometry in XYZ format:
```
109
C42H52BCrIN8S3Te | the Open Molecules 2025 dataset | the ωB97M-V functional and the def2-TZVPD basis
Cr 0.0846 0.1750 -0.2848
C 3.5024 1.9007 3.3065
C 3.6083 0.6430 2.5290
C 4.6785 -0.2205 2.6159
C 4.7156 -1.3663 1.7892
N 3.6570 -1.7181 1.0869
N 2.5856 -0.9617 1.0664
B 1.2175 -1.4508 0.5650
N 0.4369 -1.8389 1.8658
N 1.1906 -2.3326 2.8233
C 0.6678 -2.7467 3.9555
C -0.7347 -2.7641 4.1248
C -1.5430 -2.1962 3.1641
C -3.0146 -2.0788 3.3157
C -0.8885 -1.6695 2.0196
S -1.7329 -0.7229 0.8690
C 1.6511 -3.1544 5.0244
C 0.9716 -3.5905 6.3191
C 2.5198 -4.2977 4.4871
C 2.5384 -1.9288 5.2932
N 1.2378 -2.6876 -0.3740
N 1.9540 -3.7350 -0.0219
C 1.8565 -4.8749 -0.6724
C 0.8842 -5.0371 -1.6820
C 0.1772 -3.9427 -2.1217
C -0.8328 -3.9831 -3.2056
C 0.4376 -2.7184 -1.4560
S -0.2589 -1.2580 -2.0415
C 2.8238 -5.9736 -0.3029
C 4.2296 -5.3749 -0.4400
C 2.5735 -6.3865 1.1548
C 2.7048 -7.1953 -1.2160
C 2.5683 0.2571 1.6525
S 1.2967 1.3440 1.2322
C 5.9333 -2.2546 1.7056
C 7.1728 -1.6300 2.3508
C 5.5982 -3.5624 2.4444
C 6.2401 -2.5250 0.2244
H 4.4518 2.1589 3.7634
H 2.7572 1.7795 4.0935
H 3.1652 2.7193 2.6738
H 5.4925 -0.0175 3.2921
H -1.1733 -3.1855 5.0147
H -3.3590 -2.6232 4.1899
H -3.5350 -2.4515 2.4338
H -3.2974 -1.0319 3.4346
H 0.3913 -4.4982 6.1751
H 0.3311 -2.8093 6.7199
H 1.7336 -3.8050 7.0626
H 1.9245 -5.1947 4.3388
H 3.3036 -4.5280 5.2029
H 2.9732 -4.0112 3.5434
H 1.9358 -1.0828 5.6159
H 3.0884 -1.6491 4.3979
H 3.2458 -2.1635 6.0816
H 0.6987 -6.0097 -2.1071
H -0.9253 -4.9767 -3.6331
H -0.5664 -3.2805 -3.9947
H -1.8045 -3.6726 -2.8199
H 4.3009 -4.4811 0.1671
H 4.4389 -5.1213 -1.4769
H 4.9671 -6.0990 -0.1088
H 2.5876 -5.5140 1.8020
H 3.3474 -7.0778 1.4763
H 1.6131 -6.8889 1.2514
H 2.8336 -6.9255 -2.2632
H 1.7563 -7.7126 -1.0844
H 3.4929 -7.9004 -0.9641
H 7.0888 -1.5679 3.4328
H 7.3814 -0.6400 1.9470
H 8.0258 -2.2666 2.1323
H 5.5226 -3.3858 3.5146
H 6.3926 -4.2839 2.2776
H 4.6606 -3.9818 2.0931
H 6.8468 -1.7185 -0.1812
H 5.3259 -2.6052 -0.3540
H 6.7987 -3.4513 0.1278
Te 1.3938 1.3186 -2.3813
C 2.8896 0.0319 -3.2395
C 2.9082 0.0075 -4.6316
C 3.8731 -0.7371 -5.2900
C 4.8071 -1.4599 -4.5657
C 4.7670 -1.4560 -3.1802
C 3.8084 -0.7124 -2.5076
C 2.6649 2.9566 -1.8966
C 3.9197 2.8220 -1.3106
C 4.7026 3.9481 -1.1218
C 4.2373 5.1967 -1.5136
C 2.9859 5.3253 -2.0984
C 2.1893 4.2098 -2.2805
H 2.1755 0.5756 -5.1907
H 3.8961 -0.7449 -6.3671
H 5.5661 -2.0282 -5.0773
H 5.4933 -2.0285 -2.6242
H 3.7812 -0.7208 -1.4256
H 4.2901 1.8458 -1.0223
H 5.6848 3.8549 -0.6798
H 4.8587 6.0682 -1.3762
H 2.6355 6.2916 -2.4272
H 1.2165 4.2962 -2.7499
I -2.8260 5.6180 0.9145
C -2.3919 3.7734 0.0329
C -3.2837 2.9157 -0.5999
N -2.5718 1.8627 -1.0183
N -1.2715 1.9833 -0.7069
C -1.1460 3.1411 -0.0674
H -4.3411 3.0081 -0.7532
H -2.9076 1.0683 -1.5490
H -0.1921 3.4993 0.2716
```

<S²> = 3.91
2S+1 = 4
Net charge = +3
Frontier orbital gap (alpha / beta) = 5.22 / 3.57 eV